1.
Here is a cluster of 2 separate species, C4H7N3 in total at a distorted geometry from the Open Molecules 2025 dataset. Energies are from ωB97M-V with the def2-TZVPD basis set.

The geometry in XYZ format:
```
14
C4H7N3 | the Open Molecules 2025 dataset | ωB97M-V with the def2-TZVPD basis set
C -2.68 0.13 0.81
C 1.25 0.53 -0.38
C -0.39 -0.64 0.50
C 0.68 1.76 -0.87
N 2.03 -0.34 -0.32
N -1.65 -0.43 0.83
N -0.13 -1.90 0.58
H -3.66 0.54 0.90
H -0.31 1.50 -1.31
H 1.10 2.11 -1.78
H 0.54 2.41 -0.07
H 3.03 -0.67 -0.22
H 0.76 -2.35 0.25
H -0.59 -2.66 1.09
```

Total charge: +2
Relative energy (zero: lowest compared OMol25 entry of this formula, charge and spin) in eV: 2.0777

Let us look at the natural (NBO) charges, expressed in e, one per atom: 0.5585, 0.6575, 0.3192, -0.7478, -0.5328, -0.3107, -0.6133, 0.3260, 0.2857, 0.3269, 0.2968, 0.5244, 0.4528, 0.4566

2.
Here is a structure of composition C10H7F9O4PPd from the Open Molecules 2025 dataset. Energies are from ωB97M-V with the def2-TZVPD basis set.

The geometry in XYZ format:
```
32
C10H7F9O4PPd | the Open Molecules 2025 dataset | ωB97M-V with the def2-TZVPD basis set
Pd -1.07 -0.24 -1.13
C 0.39 -0.15 3.28
C 0.67 0.00 1.82
O -0.27 0.03 1.02
C 2.05 0.12 1.34
C 3.17 -0.06 2.11
C 4.46 0.12 1.55
C 4.62 0.52 0.22
C 3.53 0.73 -0.58
C 2.20 0.52 -0.04
O 1.22 0.70 -0.79
H -0.68 -0.17 3.45
H 0.86 0.67 3.82
H 0.84 -1.09 3.62
H 3.09 -0.35 3.15
H 5.33 -0.05 2.18
H 5.62 0.67 -0.18
H 3.61 1.05 -1.61
F 0.01 -1.69 -1.63
P -3.11 -3.20 -1.60
F -2.09 -4.13 -0.92
F -3.61 -4.31 -2.56
F -2.53 -1.97 -0.59
F -2.66 -2.30 -2.78
F -4.48 -2.98 -0.96
F -4.03 3.29 -0.69
C -3.42 3.06 -1.84
F -2.66 4.08 -2.17
F -4.30 2.81 -2.79
C -2.52 1.80 -1.64
O -2.96 0.63 -1.73
O -1.31 1.88 -1.33
```

2S+1: 6
Total charge: +2
Relative energy (zero: lowest compared OMol25 entry of this formula, charge and spin) in eV: 0.0000
⟨S²⟩: 8.8012

Let us look at the natural (NBO) charges, expressed in e, one per atom: 1.6339, -0.7045, 0.6506, -0.4717, -0.2255, -0.0120, -0.0425, -0.1742, -0.1134, 0.4415, -0.2370, 0.2835, 0.2806, 0.2822, 0.2586, 0.2691, 0.2847, 0.2794, -0.5079, 2.7125, -0.5011, -0.5238, -0.6162, -0.5226, -0.4947, -0.2779, 0.9220, -0.2705, -0.2656, 0.6929, -0.4808, -0.5495

3.
Here is a structure of composition C2HgLiO4 at a distorted geometry from the Open Molecules 2025 dataset. Energies are from ωB97M-V with the def2-TZVPD basis set.

The geometry in XYZ format:
```
8
C2HgLiO4 | the Open Molecules 2025 dataset | ωB97M-V with the def2-TZVPD basis set
O -0.94 -0.78 -0.01
C -0.40 0.35 -0.27
O -1.10 1.38 -0.38
Li -2.56 0.31 0.44
Hg 0.51 -2.47 0.08
O 1.64 1.51 0.24
O 1.70 -0.72 -0.02
C 1.15 0.42 -0.08
```

2S+1: 2
Relative energy (zero: lowest compared OMol25 entry of this formula, charge and spin) in eV: 0.0000
⟨S²⟩: 0.7532

Let us look at the natural (NBO) charges, expressed in e, one per atom: -0.9286, 0.6551, -0.7379, 0.9542, 0.8305, -0.5924, -0.8377, 0.6568

4.
Here is a structure of composition C7H27BeN2O7S2 at a distorted geometry from the Open Molecules 2025 dataset. Energies are from ωB97M-V with the def2-TZVPD basis set.

The geometry in XYZ format:
```
46
C7H27BeN2O7S2 | the Open Molecules 2025 dataset | ωB97M-V with the def2-TZVPD basis set
Be -12.47 -8.14 -24.60
N -15.37 -7.56 -21.47
H -14.43 -7.93 -21.54
H -15.77 -7.69 -22.39
H -15.28 -6.57 -21.29
H -15.88 -8.00 -20.72
N -12.13 -5.12 -21.66
H -11.61 -5.84 -21.18
H -12.07 -5.34 -22.65
H -11.71 -4.21 -21.57
H -13.12 -4.98 -21.47
C -12.16 -8.91 -20.97
O -12.94 -8.50 -21.95
H -11.43 -9.59 -21.43
H -11.67 -8.04 -20.55
H -12.61 -9.37 -20.09
O -18.20 -11.05 -21.34
S -16.82 -10.80 -20.98
O -16.42 -9.61 -20.20
O -16.26 -12.17 -20.11
C -15.17 -11.98 -19.07
C -13.66 -12.18 -19.39
C -15.64 -10.90 -22.40
H -15.30 -12.78 -18.34
H -15.29 -11.02 -18.56
H -13.07 -11.95 -18.50
H -13.32 -11.67 -20.29
H -13.37 -13.22 -19.58
H -15.90 -10.13 -23.12
H -15.66 -11.92 -22.78
H -14.75 -10.68 -21.81
O -13.03 -12.40 -22.78
S -12.42 -11.95 -24.02
O -11.89 -10.59 -24.17
O -11.26 -13.05 -24.49
C -10.65 -12.93 -25.74
C -10.28 -14.32 -26.26
C -13.55 -12.16 -25.48
H -9.85 -12.19 -25.74
H -11.33 -12.39 -26.40
H -9.66 -14.82 -25.52
H -9.80 -14.28 -27.24
H -11.20 -14.85 -26.50
H -14.52 -12.18 -24.98
H -13.36 -13.18 -25.81
H -13.33 -11.37 -26.20
```

Total charge: +3
Relative energy (zero: lowest compared OMol25 entry of this formula, charge and spin) in eV: 2.2290

Let us look at the natural (NBO) charges, expressed in e, one per atom: 1.1947, -0.8648, 0.4380, 0.4355, 0.4138, 0.5000, -0.8437, 0.4670, 0.4343, 0.4823, 0.4528, -0.2923, -0.6222, 0.2443, 0.1344, 0.2940, -0.8077, 2.2901, -1.0101, -0.6815, -0.0880, -0.6557, -0.8444, 0.2368, 0.1991, 0.2451, 0.1759, 0.2480, 0.2092, 0.2873, 0.2337, -0.8461, 2.3009, -1.0461, -0.6408, -0.0812, -0.6279, -0.8437, 0.1974, 0.1610, 0.2477, 0.2548, 0.2247, 0.2584, 0.2898, 0.2452

5.
Here is an isolated molecule of C4H6O2 at a distorted geometry from the Open Molecules 2025 dataset. Energies are from ωB97M-V with the def2-TZVPD basis set.

The geometry in XYZ format:
```
12
C4H6O2 | the Open Molecules 2025 dataset | ωB97M-V with the def2-TZVPD basis set
O 1.62 -0.58 -1.02
C 0.33 -0.80 -0.49
C 0.20 -0.32 0.99
C -0.74 0.76 0.54
O -0.18 1.43 -0.59
C -0.91 0.24 -0.82
H 1.98 0.29 -0.76
H 0.12 -1.84 -0.73
H -0.25 -1.11 1.60
H 1.09 0.07 1.50
H -1.38 1.42 1.12
H -1.89 0.46 -1.34
```

Relative energy (zero: lowest compared OMol25 entry of this formula, charge and spin) in eV: 3.2264
SMILES: O[C@H]1C[C@H]2O[C@@H]12

Let us look at the natural (NBO) charges, expressed in e, one per atom: -0.7030, 0.1308, -0.4584, 0.0270, -0.5085, -0.0108, 0.4818, 0.1895, 0.2218, 0.2090, 0.2015, 0.2192

6.
Here is a cluster of 5 separate species, C3H17Br2N3O3 in total at a distorted geometry from the Open Molecules 2025 dataset. Energies are from ωB97M-V with the def2-TZVPD basis set.

The geometry in XYZ format:
```
28
C3H17Br2N3O3 | the Open Molecules 2025 dataset | ωB97M-V with the def2-TZVPD basis set
N -0.46 2.88 -4.77
H -1.27 2.28 -4.88
H -0.84 3.70 -4.31
H -0.03 3.02 -5.67
H 0.21 2.51 -4.11
N -0.62 2.88 4.08
H -1.15 2.24 4.66
H -1.23 3.22 3.35
H 0.15 2.35 3.69
H -0.27 3.68 4.59
N -4.26 -1.11 -0.19
H -4.76 -0.62 -0.92
H -4.36 -0.56 0.65
H -3.29 -1.14 -0.48
H -4.66 -2.04 -0.16
O 1.44 1.39 0.95
C 0.97 1.07 -0.24
O -0.12 0.59 -0.44
O 1.60 1.46 -1.26
H 2.24 1.71 0.52
Br 4.86 -3.98 1.20
C 3.16 -3.22 0.35
C 1.84 -4.04 0.58
Br 1.70 -4.63 2.47
H 3.33 -3.02 -0.71
H 3.08 -2.20 0.75
H 1.77 -4.95 -0.02
H 0.96 -3.47 0.28
```

Total charge: +2
Relative energy (zero: lowest compared OMol25 entry of this formula, charge and spin) in eV: 4.4123

Let us look at the natural (NBO) charges, expressed in e, one per atom: -0.8493, 0.4480, 0.4536, 0.4637, 0.4811, -0.8451, 0.4544, 0.4524, 0.4737, 0.4623, -0.8454, 0.4495, 0.4572, 0.4719, 0.4649, -0.7395, 0.9123, -0.8247, -0.8503, 0.5098, -0.0153, -0.4184, -0.4444, -0.0124, 0.2288, 0.2182, 0.2257, 0.2174

7.
Here is a structure of composition C8H21AlNO3 at a distorted geometry from the Open Molecules 2025 dataset. Energies are from ωB97M-V with the def2-TZVPD basis set.

The geometry in XYZ format:
```
34
C8H21AlNO3 | the Open Molecules 2025 dataset | ωB97M-V with the def2-TZVPD basis set
Al 26.07 -22.00 21.83
C 26.77 -18.02 18.99
C 27.18 -18.46 20.41
O 27.46 -19.85 20.34
H 26.11 -18.69 18.44
H 27.74 -17.91 18.49
H 26.27 -17.05 19.04
H 26.30 -18.33 21.04
H 28.01 -17.83 20.70
H 28.42 -19.86 20.36
C 28.03 -19.09 23.70
O 26.73 -19.39 23.15
C 25.83 -18.83 24.11
C 24.36 -18.70 23.68
N 23.91 -20.00 23.09
C 22.70 -19.87 22.21
C 22.94 -19.43 20.75
O 23.91 -20.20 20.02
C 23.71 -20.23 18.61
H 28.20 -18.01 23.60
H 28.86 -19.56 23.18
H 28.13 -19.20 24.78
H 26.02 -17.81 24.43
H 25.93 -19.37 25.05
H 24.26 -17.93 22.91
H 23.77 -18.36 24.53
H 23.61 -20.50 23.91
H 22.00 -19.17 22.67
H 22.14 -20.80 22.12
H 23.35 -18.42 20.80
H 21.94 -19.46 20.30
H 23.97 -19.24 18.23
H 22.72 -20.48 18.22
H 24.33 -21.05 18.27
```

2S+1: 2
Total charge: +2
⟨S²⟩: 0.7576

Let us look at the natural (NBO) charges, expressed in e, one per atom: 0.9996, -0.6294, -0.0702, -0.7652, 0.2079, 0.2250, 0.2210, 0.1534, 0.1949, 0.4942, -0.2858, -0.5717, -0.0939, -0.2881, -0.2508, -0.2898, -0.0704, -0.4909, -0.2709, 0.2008, 0.2167, 0.2083, 0.2218, 0.1994, 0.2290, 0.2811, 0.4130, 0.2846, 0.2501, 0.2034, 0.2331, 0.2068, 0.2161, 0.2170

8.
Here is a structure of composition C6H14N7O3PdS at a distorted geometry from the Open Molecules 2025 dataset. Energies are from ωB97M-V with the def2-TZVPD basis set.

The geometry in XYZ format:
```
32
C6H14N7O3PdS | the Open Molecules 2025 dataset | ωB97M-V with the def2-TZVPD basis set
Pd 0.26 1.15 -0.56
N 2.14 2.31 -0.86
N 1.77 3.63 -0.54
C 0.43 4.04 -0.73
O 0.17 5.21 -0.76
O -0.42 3.04 -0.83
H 2.85 1.99 -0.21
H 2.51 2.25 -1.81
H 2.45 4.36 -0.71
N -2.60 1.87 -1.94
C -2.30 0.69 -2.45
N -3.25 0.02 -3.11
S -0.74 -0.06 -2.35
H -3.55 2.22 -2.01
H -1.92 2.47 -1.46
H -4.14 0.45 -3.32
H -3.05 -0.88 -3.50
C 0.78 -3.81 2.72
N 0.53 -2.52 2.10
C -0.70 -1.76 2.26
C -0.45 -0.63 1.30
O -1.22 0.28 1.00
N 0.78 -0.75 0.73
C 1.29 -1.90 1.19
N 2.47 -2.37 0.78
H 0.44 -3.78 3.75
H 1.84 -4.03 2.74
H 0.26 -4.62 2.20
H -0.82 -1.39 3.28
H -1.59 -2.34 1.98
H 2.96 -1.87 0.06
H 2.82 -3.27 1.06
```

2S+1: 3
Total charge: +1
⟨S²⟩: 2.0054

Let us look at the natural (NBO) charges, expressed in e, one per atom: 1.0796, -0.6692, -0.5254, 0.8706, -0.6077, -0.8363, 0.3852, 0.3827, 0.3967, -0.7527, 0.3583, -0.7658, -0.1883, 0.4026, 0.4699, 0.4078, 0.4235, -0.4126, -0.3745, -0.3184, 0.6583, -0.6022, -0.6850, 0.6574, -0.7608, 0.2335, 0.2124, 0.2186, 0.2509, 0.2475, 0.4259, 0.4176

9.
Here is a structure of composition C5H8N2 at a distorted geometry from the Open Molecules 2025 dataset. Energies are from ωB97M-V with the def2-TZVPD basis set.

The geometry in XYZ format:
```
15
C5H8N2 | the Open Molecules 2025 dataset | ωB97M-V with the def2-TZVPD basis set
C 0.40 -0.32 -2.28
C 0.71 0.12 -0.92
C -1.04 -0.69 -0.13
C -0.38 0.64 -0.04
C -0.01 1.17 1.40
N 1.43 -0.89 -0.35
N 0.07 -1.32 -0.91
H 1.33 -0.81 -2.54
H -1.30 -1.44 1.01
H -1.82 -0.86 -0.84
H -1.02 1.46 -0.41
H 0.38 2.09 1.38
H 0.70 0.44 1.99
H -0.85 1.13 1.96
H 1.39 -0.73 0.68
```

Relative energy (zero: lowest compared OMol25 entry of this formula, charge and spin) in eV: 8.2630

Let us look at the natural (NBO) charges, expressed in e, one per atom: -0.3493, 0.2005, -0.1934, -0.3067, -0.5654, -0.4301, -0.1225, 0.1583, 0.1744, 0.2424, 0.2459, 0.2106, 0.1786, 0.2140, 0.3427

10.
Here is an isolated molecule of C6H9NO at a distorted geometry from the Open Molecules 2025 dataset. Energies are from ωB97M-V with the def2-TZVPD basis set.

The geometry in XYZ format:
```
17
C6H9NO | the Open Molecules 2025 dataset | ωB97M-V with the def2-TZVPD basis set
C 0.50 1.47 0.87
C -0.16 1.59 -0.44
C 0.02 0.12 -0.82
C -0.61 -1.82 -1.31
C -0.25 -2.10 -0.02
C -0.23 -0.65 0.44
H 1.52 2.04 0.83
H -0.04 1.80 1.65
H -0.01 2.71 -0.89
H -1.37 1.85 -0.23
H 1.07 0.15 -0.82
H -0.37 -2.84 -2.04
H -0.11 -3.12 0.43
H -1.15 -0.27 0.64
H 0.84 -0.18 2.40
N 0.76 -0.05 1.27
O -0.44 -0.69 -1.97
```

Relative energy (zero: lowest compared OMol25 entry of this formula, charge and spin) in eV: 6.0550
SMILES: C1=C[C@H]2NCC[C@@H]2O1

Let us look at the natural (NBO) charges, expressed in e, one per atom: -0.2366, -0.4466, 0.0857, 0.1568, -0.3331, -0.1139, 0.1938, 0.1937, 0.2673, 0.1797, 0.1856, 0.1737, 0.2513, 0.1574, 0.3853, -0.6390, -0.4611

11.
Here is a cluster of 2 separate species, H4O2 in total at a distorted geometry from the Open Molecules 2025 dataset. Energies are from ωB97M-V with the def2-TZVPD basis set.

The geometry in XYZ format:
```
6
H4O2 | the Open Molecules 2025 dataset | ωB97M-V with the def2-TZVPD basis set
H -2.29 -0.38 0.35
H -1.61 0.91 -0.09
H 0.65 -0.16 -0.06
H 2.18 -0.64 -0.22
O -1.45 -0.07 -0.05
O 1.59 0.10 0.05
```

Relative energy (zero: lowest compared OMol25 entry of this formula, charge and spin) in eV: 0.1035
SMILES: O.O

Let us look at the natural (NBO) charges, expressed in e, one per atom: 0.4790, 0.4786, 0.4945, 0.4709, -0.9527, -0.9704

12.
Here is a structure of composition C2H4INS at a distorted geometry from the Open Molecules 2025 dataset. Energies are from ωB97M-V with the def2-TZVPD basis set.

The geometry in XYZ format:
```
9
C2H4INS | the Open Molecules 2025 dataset | ωB97M-V with the def2-TZVPD basis set
C 1.04 -0.17 0.07
C 0.54 0.58 1.02
N -1.27 -0.04 -0.85
S -2.55 -0.09 -0.03
I -1.19 -0.88 -2.82
H 1.79 0.16 -0.64
H 0.64 -1.20 -0.10
H 0.00 0.19 1.97
H 1.00 1.45 1.37
```

Relative energy (zero: lowest compared OMol25 entry of this formula, charge and spin) in eV: 3.5918

Let us look at the natural (NBO) charges, expressed in e, one per atom: -0.3448, -0.4086, -0.7100, 0.4991, 0.1881, 0.2028, 0.1916, 0.1918, 0.1899

no.,calculated total energy (hartree)
1,-320.0388
2,-2053.5577
3,-538.1519
4,-1728.8280
5,-306.3877
6,-5661.8604
7,-839.5474
8,-1371.9552
9,-304.5318
10,-363.8017
11,-152.8711
12,-829.0909